Entry from the Open Molecules 2025 dataset: a molecular structure, C41H60N7O6PS2Tc (ωB97M-V/def2-TZVPD).

Atoms and positions in Å:
Tc (0.22, 0.30, -0.35)
N (-2.54, -2.35, -1.09)
N (-2.60, -2.55, 0.32)
C (-2.22, -1.53, 1.16)
O (-2.81, -1.41, 2.24)
O (-1.29, -0.70, 0.76)
H (-1.60, -2.00, -1.28)
H (-2.53, -3.28, -1.49)
H (-3.44, -2.99, 0.63)
O (1.45, -0.73, 1.51)
C (1.41, 0.09, 2.71)
C (0.37, 1.23, 2.50)
O (-0.13, 1.79, 3.45)
O (0.12, 1.54, 1.25)
C (1.04, -0.81, 3.88)
C (-0.30, -1.16, 4.06)
C (-0.65, -2.06, 5.06)
C (0.32, -2.60, 5.89)
C (1.65, -2.25, 5.71)
C (2.01, -1.37, 4.70)
C (2.78, 0.74, 2.89)
C (2.95, 1.70, 3.89)
C (4.19, 2.28, 4.09)
C (5.27, 1.92, 3.30)
C (5.11, 0.97, 2.31)
C (3.87, 0.37, 2.11)
H (0.79, -1.43, 1.65)
H (-1.07, -0.75, 3.43)
H (-1.69, -2.34, 5.18)
H (0.04, -3.29, 6.68)
H (2.42, -2.68, 6.35)
H (3.05, -1.12, 4.55)
H (2.10, 1.98, 4.50)
H (4.31, 3.02, 4.88)
H (6.24, 2.38, 3.46)
H (5.95, 0.68, 1.69)
H (3.75, -0.38, 1.35)
C (5.38, 2.53, -2.73)
O (4.47, 1.91, -1.83)
C (3.17, 1.86, -2.14)
S (2.58, 2.43, -3.56)
S (2.35, 1.32, -0.71)
H (6.36, 2.43, -2.28)
H (5.13, 3.59, -2.86)
H (5.36, 2.05, -3.71)
N (0.36, -1.15, -1.62)
P (0.81, -2.25, -2.62)
N (0.47, -1.93, -4.23)
C (-0.96, -1.83, -4.58)
C (-1.10, -1.75, -6.09)
C (-0.37, -0.53, -6.64)
C (1.09, -0.57, -6.19)
C (1.15, -0.69, -4.68)
N (2.41, -2.67, -2.55)
C (3.38, -2.15, -1.59)
C (4.61, -1.60, -2.30)
C (5.21, -2.64, -3.24)
C (4.16, -3.15, -4.22)
C (2.95, -3.67, -3.46)
N (0.02, -3.72, -2.39)
C (-0.26, -4.68, -3.48)
C (0.35, -6.05, -3.20)
C (-0.27, -6.65, -1.93)
C (-0.42, -5.60, -0.82)
C (0.39, -4.34, -1.10)
H (-1.39, -0.92, -4.12)
H (-1.50, -2.68, -4.19)
H (-2.16, -1.73, -6.36)
H (-0.66, -2.66, -6.53)
H (-0.83, 0.38, -6.24)
H (-0.45, -0.49, -7.73)
H (1.62, 0.34, -6.50)
H (1.60, -1.43, -6.64)
H (0.66, 0.18, -4.22)
H (2.19, -0.69, -4.33)
H (3.69, -2.97, -0.92)
H (2.90, -1.39, -0.99)
H (5.34, -1.29, -1.55)
H (4.33, -0.72, -2.86)
H (5.61, -3.48, -2.65)
H (6.06, -2.21, -3.79)
H (4.57, -3.94, -4.85)
H (3.84, -2.33, -4.88)
H (3.25, -4.57, -2.89)
H (2.17, -3.97, -4.17)
H (0.11, -4.28, -4.42)
H (-1.34, -4.81, -3.59)
H (1.44, -5.94, -3.08)
H (0.18, -6.70, -4.05)
H (0.34, -7.49, -1.59)
H (-1.25, -7.06, -2.19)
H (-0.10, -6.00, 0.14)
H (-1.48, -5.32, -0.70)
H (1.46, -4.60, -1.08)
H (0.23, -3.61, -0.31)
C (-2.89, 1.72, 1.31)
N (-3.84, 0.99, 0.40)
C (-5.07, 1.79, 0.21)
C (-3.23, 0.56, -0.94)
C (-2.39, 1.60, -1.62)
C (-3.05, 2.54, -2.42)
C (-2.37, 3.61, -2.97)
C (-1.03, 3.76, -2.69)
C (-0.36, 2.81, -1.93)
C (-0.99, 1.67, -1.43)
H (-3.39, 1.89, 2.26)
H (-2.61, 2.66, 0.84)
H (-2.01, 1.12, 1.46)
H (-4.07, 0.12, 0.88)
H (-4.81, 2.73, -0.28)
H (-5.52, 2.00, 1.18)
H (-5.78, 1.24, -0.41)
H (-4.06, 0.22, -1.56)
H (-2.61, -0.29, -0.71)
H (-4.11, 2.40, -2.62)
H (-2.89, 4.32, -3.61)
H (-0.48, 4.62, -3.07)
H (0.69, 2.97, -1.74)

Energy relative to the best compared isomer or geometry (same formula, charge and spin)   0.0 kJ/mol
Frontier orbital gap (spin up / spin down)   8.0 / 7.5 eV
HOMO level (spin up / spin down)   -0.282 / -0.292 Ha
Multiplicity   4
E_tot   -99366.180 eV
Charge   0

Entry from the Open Molecules 2025 dataset: a molecular structure, C41H61BCoNO4Si (ωB97M-V/def2-TZVPD).

Atoms and positions in Å:
Co (0.82, 0.61, 0.17)
C (-0.19, -5.46, -4.45)
C (-0.43, -5.11, -2.98)
C (0.34, -6.10, -2.11)
C (-1.94, -5.25, -2.70)
C (0.02, -3.68, -2.65)
C (-0.16, -3.20, -1.37)
C (0.26, -1.90, -1.04)
N (0.19, -1.29, 0.18)
C (0.00, -1.77, 1.44)
C (-0.74, -2.89, 1.84)
C (-0.80, -3.25, 3.16)
C (-0.08, -2.47, 4.09)
C (0.65, -1.35, 3.76)
C (0.69, -0.96, 2.41)
O (1.36, 0.09, 1.98)
C (1.43, -0.53, 4.80)
C (0.94, 0.93, 4.79)
C (2.93, -0.58, 4.47)
C (1.24, -1.08, 6.21)
C (-1.64, -4.46, 3.58)
C (-3.11, -4.21, 3.22)
C (-1.55, -4.75, 5.08)
C (-1.14, -5.71, 2.83)
C (0.91, -1.07, -2.01)
O (1.34, 0.12, -1.62)
C (1.08, -1.55, -3.31)
C (0.62, -2.84, -3.59)
C (1.72, -0.68, -4.40)
C (1.75, -1.38, -5.76)
C (0.91, 0.62, -4.57)
C (3.17, -0.35, -4.01)
H (-0.54, -6.48, -4.63)
H (-0.74, -4.80, -5.12)
H (0.87, -5.42, -4.70)
H (0.02, -7.13, -2.33)
H (1.41, -6.03, -2.30)
H (0.17, -5.92, -1.04)
H (-2.27, -6.26, -2.93)
H (-2.17, -5.05, -1.65)
H (-2.52, -4.54, -3.30)
H (-0.60, -3.82, -0.61)
H (-1.32, -3.43, 1.10)
H (-0.12, -2.77, 5.13)
H (1.08, 1.39, 3.81)
H (-0.12, 0.98, 5.05)
H (1.50, 1.51, 5.53)
H (3.13, -0.21, 3.46)
H (3.49, 0.02, 5.18)
H (3.30, -1.61, 4.53)
H (0.19, -1.06, 6.53)
H (1.62, -2.10, 6.31)
H (1.80, -0.45, 6.91)
H (-3.48, -3.32, 3.74)
H (-3.24, -4.05, 2.15)
H (-3.73, -5.06, 3.51)
H (-1.93, -3.91, 5.67)
H (-2.16, -5.62, 5.31)
H (-0.53, -4.96, 5.39)
H (-1.23, -5.59, 1.74)
H (-0.10, -5.91, 3.06)
H (-1.74, -6.58, 3.11)
H (0.74, -3.21, -4.59)
H (0.74, -1.62, -6.11)
H (2.20, -0.71, -6.49)
H (2.34, -2.29, -5.73)
H (-0.11, 0.39, -4.89)
H (0.85, 1.18, -3.64)
H (1.37, 1.25, -5.33)
H (3.76, -1.26, -3.93)
H (3.63, 0.29, -4.77)
H (3.20, 0.17, -3.05)
C (4.03, 0.18, -0.19)
Si (2.97, 1.69, -0.11)
C (3.10, 2.60, 1.50)
C (2.98, 2.84, -1.56)
H (5.08, 0.47, -0.03)
H (3.96, -0.34, -1.15)
H (3.75, -0.50, 0.61)
H (3.91, 3.33, 1.40)
H (3.33, 1.92, 2.32)
H (2.19, 3.14, 1.72)
H (3.98, 3.26, -1.69)
H (2.29, 3.67, -1.36)
H (2.68, 2.35, -2.49)
C (-4.14, 6.74, -2.37)
C (-3.40, 7.33, -1.17)
C (-2.66, 8.59, -1.63)
C (-4.45, 7.71, -0.11)
C (-2.41, 6.34, -0.56)
C (-1.65, 6.72, 0.55)
C (-0.73, 5.88, 1.17)
C (-0.58, 4.63, 0.63)
O (0.24, 3.60, 1.01)
B (-0.01, 2.54, 0.13)
O (-0.97, 2.94, -0.80)
C (-1.32, 4.23, -0.47)
C (-2.23, 5.06, -1.09)
H (-4.83, 7.48, -2.77)
H (-4.71, 5.85, -2.11)
H (-3.44, 6.48, -3.18)
H (-3.36, 9.30, -2.06)
H (-1.91, 8.34, -2.38)
H (-2.15, 9.08, -0.80)
H (-5.17, 8.42, -0.53)
H (-3.99, 8.18, 0.76)
H (-5.00, 6.83, 0.23)
H (-1.79, 7.72, 0.96)
H (-0.16, 6.20, 2.03)
H (-2.79, 4.70, -1.94)

Energy relative to the best compared isomer or geometry (same formula, charge and spin)   66.9 kJ/mol
Frontier orbital gap (spin up / spin down)   6.6 / 5.6 eV
HOMO level (spin up / spin down)   -0.252 / -0.273 Ha
Multiplicity   5
E_tot   -99371.234 eV
Charge   0

Entry from the Open Molecules 2025 dataset: a molecular structure, C41H61P2RbS2Si (ωB97M-V/def2-TZVPD).

Atoms and positions in Å:
Rb (-1.37, 1.64, -0.94)
C (-1.68, -1.09, 2.38)
Si (-0.52, -1.01, 0.79)
C (1.23, -1.02, 1.58)
C (2.07, -2.14, 1.60)
C (3.39, -2.07, 2.02)
C (3.93, -0.85, 2.41)
C (3.13, 0.28, 2.40)
C (1.79, 0.21, 2.00)
P (0.68, 1.66, 1.91)
C (0.09, 1.81, 3.68)
C (-0.73, 3.10, 3.83)
C (-1.44, 3.14, 5.19)
C (-0.44, 2.98, 6.33)
C (0.36, 1.69, 6.17)
C (1.09, 1.66, 4.83)
C (1.76, 3.18, 1.62)
C (2.43, 2.98, 0.25)
C (2.92, 4.31, -0.32)
C (3.64, 5.16, 0.75)
C (4.02, 4.32, 1.97)
C (2.77, 3.74, 2.65)
C (-0.74, -2.87, 0.26)
C (-0.92, -3.90, 1.19)
C (-1.28, -5.19, 0.82)
C (-1.44, -5.49, -0.53)
C (-1.24, -4.50, -1.48)
C (-0.90, -3.20, -1.10)
P (-0.69, -1.86, -2.32)
C (0.60, -2.37, -3.62)
C (1.93, -1.68, -3.24)
C (2.68, -2.47, -2.17)
C (3.04, -3.85, -2.70)
C (1.77, -4.61, -3.07)
C (0.91, -3.82, -4.06)
C (-2.27, -1.81, -3.37)
C (-2.71, -2.84, -4.43)
C (-3.66, -3.95, -3.96)
C (-4.83, -3.37, -3.17)
C (-4.28, -2.60, -1.97)
C (-3.45, -1.41, -2.45)
H (-1.20, -1.50, 3.28)
H (-2.55, -1.70, 2.14)
H (-2.05, -0.09, 2.62)
H (1.67, -3.10, 1.28)
H (4.01, -2.96, 2.03)
H (4.96, -0.78, 2.73)
H (3.57, 1.22, 2.69)
H (-0.60, 0.96, 3.75)
H (-1.45, 3.17, 3.02)
H (-0.05, 3.96, 3.76)
H (-2.17, 2.33, 5.23)
H (-1.98, 4.08, 5.29)
H (-0.96, 2.99, 7.29)
H (0.25, 3.83, 6.33)
H (-0.33, 0.83, 6.23)
H (1.08, 1.58, 6.99)
H (1.65, 0.73, 4.72)
H (1.80, 2.49, 4.81)
H (0.99, 3.95, 1.47)
H (1.71, 2.54, -0.45)
H (3.25, 2.26, 0.35)
H (2.06, 4.85, -0.73)
H (3.58, 4.11, -1.16)
H (2.99, 5.98, 1.08)
H (4.54, 5.62, 0.33)
H (4.58, 4.92, 2.69)
H (4.68, 3.50, 1.66)
H (2.29, 4.54, 3.23)
H (3.09, 2.99, 3.37)
H (-0.80, -3.69, 2.25)
H (-1.43, -5.96, 1.57)
H (-1.73, -6.49, -0.84)
H (-1.35, -4.74, -2.53)
H (0.20, -1.84, -4.50)
H (1.72, -0.67, -2.89)
H (2.57, -1.60, -4.14)
H (2.04, -2.56, -1.29)
H (3.58, -1.92, -1.86)
H (3.60, -4.41, -1.95)
H (3.69, -3.75, -3.58)
H (1.21, -4.79, -2.16)
H (2.02, -5.58, -3.50)
H (-0.01, -4.37, -4.28)
H (1.46, -3.75, -5.01)
H (-2.01, -0.91, -3.94)
H (-1.84, -3.29, -4.92)
H (-3.24, -2.28, -5.20)
H (-3.15, -4.67, -3.33)
H (-4.02, -4.49, -4.85)
H (-5.50, -4.17, -2.84)
H (-5.40, -2.69, -3.81)
H (-3.66, -3.26, -1.37)
H (-5.10, -2.24, -1.34)
H (-3.07, -0.87, -1.58)
H (-4.12, -0.72, -2.99)
C (-2.63, 3.42, -3.97)
C (-2.76, 3.89, -2.55)
S (-4.27, 3.47, -1.75)
C (-1.72, 4.51, -1.93)
C (-1.84, 5.04, -0.52)
S (-0.15, 4.74, -2.68)
H (-3.61, 3.41, -4.45)
H (-2.22, 2.40, -4.02)
H (-1.95, 4.07, -4.53)
H (-2.66, 4.57, 0.02)
H (-2.02, 6.12, -0.54)
H (-0.90, 4.89, 0.03)

Energy relative to the best compared isomer or geometry (same formula, charge and spin)   23.1 kJ/mol
Frontier orbital gap   3.6 eV
HOMO level   0.011 Ha
Multiplicity   1
E_tot   -92289.757 eV
Charge   -2

Entry from the Open Molecules 2025 dataset: a molecular structure, C41H62BaN7S4Si (ωB97M-V/def2-TZVPD).

Atoms and positions in Å:
Ba (0.35, 1.76, -0.34)
C (2.60, -1.74, 4.99)
C (2.92, -0.60, 4.03)
C (4.35, -0.11, 4.28)
C (1.91, 0.54, 4.09)
C (2.23, 1.81, 3.60)
C (1.32, 2.85, 3.62)
C (0.03, 2.66, 4.11)
C (-0.96, 3.79, 4.09)
C (-0.30, 1.40, 4.59)
C (0.62, 0.36, 4.59)
H (3.38, -2.50, 4.95)
H (1.66, -2.23, 4.74)
H (2.54, -1.37, 6.02)
H (2.89, -1.01, 3.01)
H (4.41, 0.43, 5.22)
H (4.70, 0.54, 3.48)
H (5.03, -0.96, 4.33)
H (3.21, 2.00, 3.17)
H (1.61, 3.81, 3.22)
H (-1.89, 3.51, 4.59)
H (-1.20, 4.08, 3.07)
H (-0.55, 4.67, 4.59)
H (-1.30, 1.22, 4.98)
H (0.31, -0.60, 4.98)
S (-0.87, 4.46, -1.46)
S (0.85, 5.56, -1.53)
S (1.66, 5.61, 0.38)
S (2.69, 3.88, 0.68)
C (0.96, 2.57, -3.96)
N (2.25, 2.03, -4.32)
C (3.01, 2.75, -5.32)
C (4.33, 1.99, -5.30)
N (4.41, 1.50, -3.93)
C (5.20, 0.29, -3.80)
C (3.12, 1.57, -3.36)
N (2.77, 1.31, -2.17)
C (3.73, 0.95, -1.15)
C (3.76, -0.55, -0.85)
N (2.74, -0.82, 0.15)
C (2.39, -1.98, 0.52)
N (1.42, -2.15, 1.51)
C (0.52, -1.07, 1.85)
C (0.89, -3.49, 1.45)
C (2.06, -4.26, 0.86)
N (2.76, -3.25, 0.08)
C (4.11, -3.63, -0.29)
H (0.39, 2.75, -4.87)
H (1.04, 3.51, -3.40)
H (0.41, 1.85, -3.36)
H (3.14, 3.80, -5.05)
H (2.51, 2.71, -6.29)
H (5.18, 2.63, -5.54)
H (4.30, 1.16, -6.01)
H (6.12, 0.42, -4.37)
H (4.67, -0.59, -4.21)
H (5.46, 0.09, -2.77)
H (3.40, 1.43, -0.22)
H (4.72, 1.33, -1.38)
H (4.76, -0.81, -0.48)
H (3.56, -1.11, -1.78)
H (1.09, -0.14, 1.91)
H (0.08, -1.28, 2.82)
H (-0.28, -0.95, 1.11)
H (0.02, -3.55, 0.78)
H (0.60, -3.84, 2.44)
H (1.75, -5.09, 0.22)
H (2.71, -4.66, 1.65)
H (4.06, -4.60, -0.79)
H (4.76, -3.72, 0.58)
H (4.54, -2.91, -0.98)
C (-0.78, -0.58, -1.60)
Si (-2.58, -0.85, -1.50)
C (-3.47, 0.77, -0.96)
N (-2.87, 1.43, 0.21)
C (-3.29, 2.82, 0.35)
C (-4.78, 2.99, 0.72)
C (-5.22, 1.89, 1.71)
C (-4.01, 1.37, 2.47)
C (-3.02, 0.71, 1.49)
C (-3.20, -2.22, -0.33)
C (-2.34, -3.19, 0.19)
C (-2.77, -4.13, 1.11)
C (-4.09, -4.14, 1.53)
C (-4.98, -3.22, 0.99)
C (-4.54, -2.29, 0.07)
C (-3.39, -1.35, -3.16)
C (-3.39, -0.47, -4.24)
C (-3.84, -0.85, -5.49)
C (-4.30, -2.14, -5.70)
C (-4.30, -3.04, -4.65)
C (-3.85, -2.65, -3.39)
H (-0.52, -0.35, -2.64)
H (-0.18, -1.45, -1.32)
H (-4.55, 0.61, -0.84)
H (-3.35, 1.47, -1.80)
H (-3.08, 3.35, -0.58)
H (-2.68, 3.29, 1.12)
H (-5.40, 2.95, -0.18)
H (-4.91, 3.98, 1.16)
H (-5.68, 1.06, 1.17)
H (-5.97, 2.29, 2.40)
H (-4.30, 0.64, 3.22)
H (-3.52, 2.20, 2.99)
H (-3.36, -0.30, 1.29)
H (-2.04, 0.62, 1.98)
H (-1.30, -3.19, -0.14)
H (-2.07, -4.87, 1.50)
H (-4.42, -4.86, 2.27)
H (-6.02, -3.24, 1.30)
H (-5.25, -1.58, -0.35)
H (-3.03, 0.55, -4.09)
H (-3.84, -0.14, -6.31)
H (-4.65, -2.45, -6.68)
H (-4.66, -4.06, -4.80)
H (-3.85, -3.37, -2.58)

Energy relative to the best compared isomer or geometry (same formula, charge and spin)   99.6 kJ/mol
Frontier orbital gap   5.4 eV
HOMO level   -0.125 Ha
Multiplicity   1
E_tot   -105870.983 eV
Charge   -1